Version one
Molecular formula: C3H8NO2S
Method: DFT, the ωB97M-V functional and the def2-TZVPD basis

Each atom is followed by the atoms it is bonded to, with distances in Å.
CARTESIAN COORDINATES (ANGSTROEM)
1 H -1.6230 0.4537 -2.0140  C4 1.092
2 H -0.0495 -3.3159 1.8150  N15 1.004
3 H -0.2184 1.2648 -2.7482  C4 1.096
4 C -0.6067 0.8081 -1.8311  H1 1.092, H3 1.096, H9 1.087, C12 1.514
5 O -0.9580 -1.1219 1.2273  C10 1.249
6 O 1.2103 -0.5039 1.2413  C10 1.267
7 H -1.0548 1.3620 0.2125  C12 1.086
8 H 1.6002 -2.8398 1.8057  N15 1.004
9 H 0.0799 -0.0023 -1.5986  C4 1.087
10 C 0.2606 -1.3246 1.4142  O5 1.249, O6 1.267, N15 1.401
11 H 1.3153 1.0023 0.3668  S14 1.388
12 C -0.6155 1.7944 -0.6819  C4 1.514, H7 1.086, H13 1.091, S14 1.856
13 H -1.0860 2.7491 -0.9193  C12 1.091
14 S 1.1120 2.2593 -0.1869  H11 1.388, C12 1.856
15 N 0.6338 -2.5853 1.8973  H2 1.004, H8 1.004, C10 1.401

Output
Net charge: -1
Gap between HOMO and LUMO, hartree: 0.2983


Version two
Molecular formula: C3H8NO2S
Method: DFT, the ωB97M-V functional and the def2-TZVPD basis

Each atom is followed by the atoms it is bonded to, with distances in Å.
CARTESIAN COORDINATES (ANGSTROEM)
1 C -1.2196 0.9780 -0.0138  O4 1.207, H8 1.055, C12 1.588, S13 2.154
2 H -0.0281 -2.6021 0.6011  O11 0.982
3 C 0.9346 0.7538 0.9813  H5 1.072, H6 1.021, C12 1.517, S13 1.817
4 O -1.9908 0.5639 -0.8449  C1 1.207
5 H 1.8448 0.3110 1.3359  C3 1.072
6 H 1.2325 1.5982 1.4709  C3 1.021
7 H 1.6446 -0.3848 -0.9906  N14 1.091
8 H -1.5875 1.8233 0.4984  C1 1.055
9 H -1.2022 -2.1927 -0.2591  O11 1.005
10 H -0.0117 -0.6592 -1.6465  N14 1.116
11 O -0.6628 -3.0084 -0.0288  H2 0.982, H9 1.005
12 C 0.3230 0.9728 -0.3896  C1 1.588, C3 1.517, N14 1.484, H15 1.081
13 S -0.4754 -0.1849 1.6393  C1 2.154, C3 1.817
14 N 0.7978 0.0924 -1.4853  H7 1.091, H10 1.116, C12 1.484
15 H 0.4009 1.9388 -0.8683  C12 1.081

Output
Net charge: -1
Gap between HOMO and LUMO, hartree: 0.2666


Result of the stability comparison: version one is the most stable of them.


Version one
Molecular formula: CH5N2P
Method: DFT, the ωB97M-V functional and the def2-TZVPD basis

Each atom is followed by the atoms it is bonded to, with distances in Å.
CARTESIAN COORDINATES (ANGSTROEM)
1 H -1.7822 0.4381 -0.1246  C3 1.100
2 H 1.7525 -1.8855 -1.2318  N8 1.005
3 C -1.1254 0.1071 0.6937  H1 1.100, H4 1.101, N6 1.420, H7 1.095
4 H -1.7384 0.0979 1.6089  C3 1.101
5 P 1.7959 0.4232 -1.4341  N8 1.512
6 N 0.0283 0.9044 0.9185  C3 1.420, H9 1.018
7 H -0.8211 -0.9280 0.5091  C3 1.095
8 N 2.0674 -1.0435 -1.6818  H2 1.005, P5 1.512
9 H -0.1770 1.8862 0.7422  N6 1.018

Output
Net charge: 0
Gap between HOMO and LUMO (spin up / spin down), hartree: 0.3411 / 0.2485


Version two
Molecular formula: CH5N2P
Method: DFT, the ωB97M-V functional and the def2-TZVPD basis

Each atom is followed by the atoms it is bonded to, with distances in Å.
CARTESIAN COORDINATES (ANGSTROEM)
1 N 0.3585 0.1483 1.7022  H2 0.963, P4 1.564
2 H 0.3047 0.4950 2.5993  N1 0.963
3 C -0.9779 -0.2964 -0.5059  P4 1.798, H5 1.071, H6 1.091, H9 1.082
4 P 0.4150 0.5924 0.2040  N1 1.564, C3 1.798, N7 1.619
5 H -1.1239 -0.5398 0.5270  C3 1.071
6 H -1.8414 0.1537 -0.9976  C3 1.091
7 N 1.6434 0.0767 -0.7164  P4 1.619, H8 1.000
8 H 1.4601 0.1673 -1.6951  N7 1.000
9 H -0.2385 -0.7972 -1.1176  C3 1.082

Output
Structure (SMILES): [H]/N=P(/C)=N/[H]
Net charge: 0
Gap between HOMO and LUMO (spin up / spin down), hartree: 0.2969 / 0.2970


Result of the stability comparison: version two is the most stable of them.